Entry from the Open Molecules 2025 dataset: a structure of composition C23H24Cl2N5RhS2 (ωB97M-V/def2-TZVPD).

Structure (ORCA input):
```
! RIJCOSX wB97M-V def2-TZVPD def2/J DEFGRID3
* xyz 0 1
Cl 0.59791 3.86306 -0.34065
H 2.50633 -3.50138 -1.00203
C 1.97508 1.32533 -3.40943
H 2.72282 -0.51003 0.95400
C -2.61030 -1.38595 0.91717
H -1.49499 0.88424 4.83912
H 5.53259 -1.27315 -0.45337
H -3.60646 -3.74023 -2.97494
H 0.05691 1.73267 -2.55650
C -3.23949 -2.67556 -1.15253
C 3.39777 -0.12304 -2.13853
C -1.94343 5.05988 2.45171
C 4.97884 -1.70276 0.39420
C -1.75380 2.91560 0.62934
H -4.67963 -1.94178 1.07308
H 4.94525 -0.95119 1.18356
C -2.84688 3.06208 1.49546
H 4.13709 -4.03897 -0.58890
S 0.61296 1.02861 1.96668
C 0.99494 1.20680 -2.42981
H -0.05308 1.76514 4.48528
N -1.74683 -0.21029 2.69055
H -4.01511 -1.05699 2.45775
C 3.18437 0.66417 -3.26147
C -1.80747 -2.57427 -3.06580
N 3.63706 -2.13530 0.08287
C -3.80404 -1.81435 1.70641
N -0.66847 0.99932 4.27642
H 3.95565 0.75045 -4.01670
N -1.28446 -1.32644 -1.11226
C 1.20093 0.44021 -1.28289
C 2.59873 -1.13361 0.06579
H -3.82049 4.18128 3.03014
C -0.84885 4.95886 1.61008
Rh -0.22489 0.00557 0.09960
C -2.94631 -3.06125 -2.45157
H 1.64107 -1.67111 0.22140
H -2.01363 5.88153 3.15211
C -0.99946 -1.70197 -2.35506
N -1.68697 -0.63988 1.40761
H 5.55750 -2.55319 0.76425
H 4.33352 -0.65520 -2.03562
C -0.72132 0.54939 3.00359
S -1.72177 1.59019 -0.53321
H 3.89334 -2.88718 -1.91172
H -3.61129 -2.75541 2.22721
H -0.09915 -1.27281 -2.77720
C -2.95214 4.11548 2.39019
Cl -4.14524 1.90544 1.50029
H -0.05375 5.69038 1.63508
C 3.54540 -3.17810 -0.90965
H -1.54096 -2.85098 -4.07538
C -0.76883 3.91091 0.70872
H 1.79185 1.93648 -4.28542
C -2.39267 -1.79881 -0.48859
H -4.11643 -3.06135 -0.65529
C 2.42065 -0.24055 -1.15517
*
```

Summary:
HOMO-LUMO gap = 6.798 eV
ΔE to the lowest compared entry with this formula, charge and spin = 0.0 kcal per mole
Highest occupied orbital energy = -7.716 eV

=====

Entry from the Open Molecules 2025 dataset: a structure of composition C28H29MoN7S2Se2Te (ωB97M-V/def2-TZVPD).

Structure (ORCA input):
```
! RIJCOSX wB97M-V def2-TZVPD def2/J DEFGRID3
* xyz 0 1
N 4.16461 2.19549 -0.81302
C 0.07659 0.11299 4.54133
H -3.59606 5.05312 -0.29800
N -0.66665 -3.61669 0.06946
S -2.48577 -1.84043 0.86064
N -0.21208 1.37552 1.50997
C 3.27511 5.55215 -1.61568
Se 3.21751 -2.06200 1.44317
C -2.09902 4.60044 1.15386
N -0.12630 -2.40960 -0.36808
C 1.18940 2.13446 5.23003
C 0.89590 1.02598 -1.69819
H 2.33900 5.61452 -1.06677
C -2.87157 3.03337 -0.50948
C 2.26507 0.63141 3.68471
H -4.36288 3.38351 -2.03937
H 3.20689 0.38931 -0.30580
C 4.88143 2.35684 -1.97827
C 0.09120 1.28328 5.29053
H 3.13130 0.30274 -4.12583
H 1.92380 2.25738 -3.06980
H -0.75283 1.52837 5.92335
C -2.66608 0.49298 -1.53382
C -1.56901 -6.14346 0.92918
C -3.56033 1.40704 -2.12845
C -2.91145 4.31134 0.09375
C 3.46850 3.31744 -0.53805
H -0.53469 3.88101 2.47131
H -2.13149 5.57890 1.61358
C -3.67366 2.66347 -1.61613
C 0.81842 -2.52271 -1.30680
H -0.56097 -5.99029 1.30611
H -4.14985 1.08457 -2.97475
C 1.24906 -1.29812 -1.79453
H 5.49526 1.57030 -2.37808
H -0.78589 -0.54490 4.58505
H 4.03256 1.21650 1.01785
N 0.63598 -0.21968 -1.18669
C 2.18171 -1.10645 -2.84924
H 3.99207 6.24193 -1.17089
Mo -0.53697 -0.61415 0.44855
N -1.90957 0.79660 -0.50187
C 4.08929 0.96676 -0.03708
H 5.00856 4.12863 -3.28926
C -1.13961 2.39614 1.08354
H 3.10671 0.36188 3.05471
C -1.98833 2.06862 0.00712
H -2.57894 -0.51980 -1.90490
C 1.16077 -0.20436 3.72475
H 3.13248 2.46357 4.37734
C 1.75158 1.24564 -2.72784
Te 0.98344 -1.87258 2.41258
H 0.39727 1.85401 -1.21033
C -1.77521 -3.43656 0.69146
N 3.76025 4.18867 -1.53439
H 2.66463 -1.97846 -3.26980
C 2.27646 1.80323 4.43272
C -1.19712 3.63718 1.64969
C 2.43244 0.14355 -3.31493
H -0.24382 1.27978 2.52551
H 1.19895 3.04837 5.81019
Se 2.37954 3.63506 0.92162
H 0.74493 1.71788 1.31749
C 4.63952 3.60462 -2.42642
H 1.15937 -3.48996 -1.64229
H 3.11550 5.81083 -2.66062
S -2.63117 -4.77203 1.41238
H -2.00530 -7.03476 1.37654
H -1.54135 -6.24297 -0.15260
H 4.97832 0.37170 -0.22829
*
```

Summary:
HOMO-LUMO gap = 5.887 eV
ΔE to the lowest compared entry with this formula, charge and spin = 0.0 kcal per mole
Highest occupied orbital energy = -6.373 eV

=====

Entry from the Open Molecules 2025 dataset: the molecule C3H3ClN4O3S in a non-equilibrium geometry (ωB97M-V/def2-TZVPD).

Structure (ORCA input):
```
! RIJCOSX wB97M-V def2-TZVPD def2/J DEFGRID3
* xyz 0 1
N -1.11003 -0.64583 0.24586
C 1.08631 -0.62896 0.39674
H 2.19784 0.91932 -1.40167
O -1.24529 1.36947 -1.13726
Cl -3.59812 -0.10782 -0.83703
S -1.91422 0.70563 -0.05636
O 0.72482 1.40118 1.38427
C 1.10046 0.82069 0.39204
N -1.21980 -1.90464 0.31333
H 1.87308 2.49179 -0.83783
C 1.04584 -1.89678 0.38023
O -2.29869 1.31365 1.13176
N 1.67173 1.47463 -0.68227
N -0.18314 -2.62543 0.34149
H 1.86921 -2.68687 0.36669
*
```

Summary:
HOMO-LUMO gap = 8.211 eV
ΔE to the lowest compared entry with this formula, charge and spin = 17.6 kcal per mole
Highest occupied orbital energy = -10.220 eV

=====

Entry from the Open Molecules 2025 dataset: a cluster of 4 separate species, C23H49N2O5 in total in a non-equilibrium geometry (ωB97M-V/def2-TZVPD).

Structure (ORCA input):
```
! RIJCOSX wB97M-V def2-TZVPD def2/J DEFGRID3
* xyz 0 2
H 3.36503 -8.05473 -1.36108
H -1.79894 0.36767 1.16456
O 0.91204 -0.83029 -4.43821
N 0.75206 -0.81934 -3.07615
H 1.93117 1.49612 -0.48869
H 2.92034 -3.16804 -3.73797
H -5.78264 8.45556 4.43000
H 2.77673 -3.55102 -1.89765
H -4.94809 5.03189 3.00991
C 1.43141 0.48375 -0.85297
O 1.65289 -6.09764 -0.30363
C -3.57513 1.52074 1.45592
H 4.02383 -0.55854 -0.27277
H -4.93431 7.88579 5.86733
H -5.90356 6.33062 3.70195
C -3.70576 7.91777 4.08718
H 2.30424 2.48113 -2.98596
H -0.36606 2.87142 3.99018
N 6.59720 0.24602 -3.77013
C 2.84533 -6.66864 0.22870
C 0.81171 -6.96774 -1.05602
C -4.82161 8.47622 4.95304
H 1.02449 -2.46250 -0.28174
H -0.75841 -2.79301 -4.04826
C 0.30751 -3.21354 -3.77548
O -3.83853 6.52437 3.81967
C 1.35595 1.77009 -3.12018
C 3.26408 -0.00839 -2.84021
H -2.02003 0.88296 2.82879
C 3.79124 -7.19397 -0.83718
H -1.38454 4.31234 4.22827
H 1.78599 -0.42240 -0.20622
H 2.60215 -7.44623 0.95970
H 5.39004 -1.80949 -0.70539
H -3.61395 8.47849 3.14986
H 0.26125 0.64667 -0.68086
C 0.27988 -8.14037 -0.25054
H -4.19624 0.62758 1.57342
C 1.06779 -2.22303 -2.65593
C -1.45903 3.49557 2.23009
H 1.08325 -8.82543 0.03734
H -5.95601 6.29917 1.17795
H -0.03684 -6.36248 -1.39426
H 3.82931 0.87289 -2.30595
H 3.33074 0.08469 -4.01977
H -0.68408 -2.10709 -1.19465
H 1.02978 1.75645 -4.24048
H 0.47794 2.21137 -2.47607
O 4.95525 -1.89007 -3.18983
H -3.66714 1.88379 0.42782
H -5.26081 7.81266 1.77096
H -2.43077 3.92324 1.96369
C -2.12637 1.20772 1.78735
H 3.35135 -5.86968 0.78154
H 0.99092 -3.41963 -4.72048
H -0.44958 -8.70774 -0.83644
H -3.97760 2.29698 2.11398
H 0.10387 -4.29474 -3.31147
C 2.63284 -2.67381 -2.69012
C -5.00695 6.12117 3.11005
C 0.35534 -2.68681 -1.21447
H -2.75546 8.04218 4.61844
H -2.11499 2.70456 4.14392
H 4.73662 -7.51071 -0.38722
H -0.19841 -7.79230 0.66998
C 4.24571 -1.58710 -0.80579
C -1.32255 3.33821 3.73455
H 1.32911 -7.31054 -1.95945
C 1.64544 0.24192 -2.49556
O -1.23567 2.28530 1.51127
H -4.61136 9.51492 5.22545
H 0.09181 -3.82915 -1.18418
C -5.11077 6.72999 1.72247
H -0.70104 4.20629 1.88316
H -4.19379 6.55240 1.15176
C 3.73762 -1.51057 -2.39757
C 5.90061 -0.74025 -3.24273
H 3.66894 -2.41814 -0.21334
H 3.99616 -6.42355 -1.58723
*
```

Summary:
HOMO-LUMO gap (alpha / beta) = 9.785 / 9.131 eV
Highest occupied orbital energy (alpha / beta) = -9.396 / -9.735 eV

=====

| no. | E (eV) |
| --- | --- |
| 1 | -81415.189 |
| 2 | -201451.270 |
| 3 | -38614.121 |
| 4 | -37852.370 |